This record from OMol25 describes 3 unconnected molecules or ions with the total composition C13H30BClN2O2. The level of theory is ωB97M-V/def2-TZVPD.

Geometry as XYZ:
```
49
Properties=species:S:1:pos:R:3:mulliken_charge:R:1
C 0.238 3.878 -0.713 -0.729
O -0.106 2.702 -1.424 -0.313
C 0.909 2.216 -2.292 -0.740
C 2.014 1.399 -1.594 0.422
C 3.011 2.255 -0.819 -1.579
N 1.450 0.392 -0.691 -0.541
H 0.874 4.544 -1.303 0.350
H 0.726 3.620 0.230 0.241
H -0.686 4.406 -0.470 0.256
H 0.396 1.552 -2.997 0.292
H 1.331 3.034 -2.890 0.453
H 2.577 0.879 -2.377 0.485
H 2.612 2.604 0.136 0.297
H 3.910 1.677 -0.594 0.367
H 3.316 3.129 -1.401 0.368
H 0.866 -0.242 -1.234 0.075
H 0.784 0.871 -0.082 0.272
C -4.130 0.212 3.676 -0.657
O -3.707 -0.468 2.507 -0.387
C -3.717 0.324 1.326 -0.880
C -2.493 1.244 1.161 0.669
C -2.531 2.479 2.057 -1.417
N -1.239 0.521 1.401 -0.554
H -4.915 0.944 3.466 0.299
H -3.278 0.695 4.161 0.228
H -4.525 -0.530 4.372 0.256
H -3.713 -0.391 0.496 0.365
H -4.657 0.885 1.245 0.463
H -2.490 1.598 0.125 0.279
H -2.271 2.255 3.093 0.296
H -1.812 3.223 1.704 0.248
H -3.521 2.943 2.045 0.357
H -1.168 -0.241 0.729 0.147
H -1.329 0.044 2.297 0.288
C 0.224 -2.148 -3.127 -0.138
C 0.040 -2.920 -2.189 -0.290
B 0.014 -3.460 -0.681 0.182
C 1.222 -4.349 -0.074 -0.655
C 2.584 -3.531 -0.253 -0.190
C 3.668 -4.386 -1.064 -0.528
Cl 5.020 -3.208 -1.486 -0.232
H 0.478 -1.848 -4.175 0.318
H -0.943 -3.223 -0.022 -0.071
H 1.246 -5.321 -0.647 0.354
H 1.086 -4.560 1.024 0.230
H 2.404 -2.614 -0.899 0.029
H 2.999 -3.138 0.721 0.372
H 3.148 -4.711 -2.010 0.307
H 4.085 -5.236 -0.463 0.333
```

- relative energy (zero: lowest compared OMol25 entry of this formula, charge and spin) (kcal/mol) = 13.5
- LUMO energy (eV) = -0.3
- DFT total energy (hartree) = -1258.21720
- total charge = 0
- SMILES = COC[C@@H](C)N.COC[C@@H](C)N.C#CBCCCCl
- Kohn-Sham gap (eV) = 8.686

This record from OMol25 describes 2 unconnected molecules or ions with the total composition C11H18. The level of theory is ωB97M-V/def2-TZVPD.

Geometry as XYZ:
```
29
Properties=species:S:1:pos:R:3:mulliken_charge:R:1
C -1.093 2.772 1.018 -1.402
C -1.092 1.275 0.635 -0.732
C -0.328 0.876 -0.570 0.830
C 1.012 1.154 -0.649 -0.315
C 1.847 0.709 -1.682 -0.673
C 1.177 -0.014 -2.692 -0.311
C -0.198 0.079 -2.764 -0.359
C -0.929 0.638 -1.759 -0.678
H -0.743 3.257 1.975 0.320
H -2.190 3.062 0.984 0.319
H -0.785 3.396 0.281 0.448
H -0.647 0.837 1.495 0.052
H -2.145 0.962 0.609 0.573
H 1.492 1.555 0.223 0.368
H 2.888 0.788 -1.649 0.445
H 1.796 -0.555 -3.470 0.311
H -0.823 -0.211 -3.622 0.304
H -1.948 0.789 -1.862 0.499
C 1.319 -2.331 1.881 -0.770
C -0.240 -2.896 2.069 -0.405
C -1.040 -1.635 2.491 -0.416
H 1.611 -2.171 3.011 0.284
H 1.360 -1.492 1.198 0.077
H 1.974 -3.063 1.256 0.284
H -0.808 -3.162 1.077 0.273
H -0.011 -3.666 2.800 0.326
H -2.015 -2.083 2.820 0.337
H -0.554 -1.132 3.268 0.389
H -1.056 -0.882 1.738 -0.377
```

- relative energy (zero: lowest compared OMol25 entry of this formula, charge and spin) (kcal/mol) = 68.6
- LUMO energy (eV) = 0.9
- DFT total energy (hartree) = -429.83134
- total charge = 0
- SMILES = CCc1ccccc1.CCC
- Kohn-Sham gap (eV) = 9.973